Record 1
The following is a quantum chemistry calculation of a molecular structure, C61H37MnN7S3, from the OMol25 dataset.

Structure (XYZ):
```
109
Properties=species:S:1:pos:R:3:mulliken_charge:R:1
H 1.6035 7.8002 -2.3993 0.429
C 6.9836 -3.1464 -2.4769 -0.380
H -3.1896 4.3343 0.8046 0.598
H -0.4452 1.7421 4.6916 0.526
N -0.4097 0.1355 1.7764 0.557
C 3.1953 6.5669 -1.6524 0.577
H -6.2486 -0.0916 -2.7894 0.454
C 0.2561 -2.7365 -1.1926 0.956
H 0.3924 -5.8833 -6.5552 0.368
C -0.7986 1.2238 2.5433 0.723
C 2.0684 0.3043 -1.1209 0.407
H -8.0035 0.4662 1.7862 0.364
C -3.5227 1.1932 -0.2436 -0.166
C -1.3290 4.7375 2.8675 -0.113
C 0.8599 5.9778 -1.5613 -0.509
H 2.7666 3.5079 -0.2352 0.471
C 0.1926 -5.2643 -5.6882 -0.341
C -1.8454 2.4996 0.6245 3.391
C 5.6371 -3.4672 -2.5728 -0.834
C 1.0051 -1.8459 2.1900 0.887
C 3.1810 -4.0894 5.1222 -0.363
H -5.1375 2.7437 -0.0607 0.578
H 3.6223 -2.8661 -2.0826 0.515
H 2.6361 -3.7876 0.8523 0.600
Mn -1.0040 -0.2842 -0.0904 -0.200
C 5.0676 -1.4911 -1.3345 -0.007
C -0.3174 -3.6642 -3.4361 -0.257
H 7.7310 -3.7929 -2.9215 0.358
C -6.2563 0.3777 0.5533 -0.072
C -0.0490 -5.0289 -3.3031 -0.247
C -0.7336 3.2033 -0.0346 -1.630
H -1.2597 6.7422 3.6212 0.407
H 0.8646 -0.5836 4.7653 0.552
H 0.3954 -6.8778 -4.2896 0.369
H 5.3307 -4.3708 -3.0856 0.382
C -0.0789 -3.9093 -5.8363 -0.796
C -3.1310 3.2946 0.5260 -1.649
C -4.2435 0.1978 -0.8825 0.720
C 0.2023 -5.8181 -4.4163 -0.801
H -0.1782 6.2052 -1.7627 0.500
S 5.2043 -0.0885 1.5849 -0.362
H -5.5786 0.5235 1.3849 0.477
H -0.0888 -3.4675 -6.8263 0.373
H -0.5391 -2.0641 -4.8321 0.492
N 2.9413 -0.5072 -1.6084 -0.775
C -2.9349 4.1831 5.0536 -0.782
H 4.3566 -2.3152 5.3933 0.377
S 2.6188 0.9640 0.4648 -0.265
H -3.5730 3.9629 5.9023 0.358
H 4.5548 5.0983 -0.8801 0.457
C 2.8525 -2.0451 3.8932 -0.050
C -0.3333 -3.1216 -4.7263 -0.115
C -7.9831 -0.0663 -1.5468 -0.771
H 8.4127 -1.7215 -1.7466 0.346
C 6.4141 -1.1530 -1.2504 -0.461
C -7.6211 0.3344 0.7802 -0.830
C -2.4535 5.4722 4.8680 -0.436
H 6.7077 -0.2473 -0.7452 0.399
H -8.6552 -0.2383 -2.3807 0.351
C -8.4993 0.0968 -0.2701 -0.368
H -0.0677 -5.4757 -2.3174 0.518
C 4.2019 7.5255 -1.9471 0.096
C 3.5147 5.3387 -1.0591 -0.918
C 3.5352 -2.7745 4.8553 -1.044
H -5.0707 -1.7621 -2.9538 0.358
C -5.7098 0.2054 -0.7319 0.115
N 5.0040 8.3210 -2.1707 -0.594
C 1.8516 6.8630 -1.9177 -0.722
N 0.0301 -1.9568 -0.0760 0.049
N 4.0518 -0.6535 -0.8083 0.764
H -2.6927 6.2570 5.5759 0.357
C -1.4662 2.3429 2.1033 -0.662
H 1.8425 -4.2303 -1.6723 0.847
C 1.3989 -3.5581 -0.9556 -2.026
C -2.9927 -2.4783 -3.0418 -1.404
H 3.1564 -1.0329 3.6602 0.715
C -6.6169 -0.0059 -1.7769 -0.305
C -1.6514 5.7417 3.7675 -0.769
H 3.7195 -4.6590 5.8711 0.360
C 1.7940 -2.6150 3.1843 -0.192
C 0.3395 -0.6909 2.5997 0.089
C 1.4615 -3.9464 3.4474 -0.205
C -4.0985 2.4955 0.0893 -0.997
C -0.6134 -2.7942 -2.2821 1.022
H 0.6456 -4.3945 2.8937 0.461
C 4.6778 -2.6423 -2.0106 0.019
N -2.1937 1.2008 0.0243 0.414
C 0.1438 3.9207 -0.4463 0.292
S 0.6298 0.8063 -1.8678 -0.402
H -2.9945 2.1748 4.2984 0.492
C 2.1446 -4.6758 4.4083 -0.809
C -1.8003 3.4292 3.0422 0.053
C -2.6117 3.1778 4.1562 -0.289
C 0.9398 -2.3480 0.8817 0.306
C 2.5227 4.4530 -0.7027 -0.132
H 1.8682 -5.7047 4.6096 0.358
C 1.1726 4.7672 -0.9224 -0.117
C 0.3727 -0.1364 3.9185 -1.610
C -4.0587 -1.7108 -2.5915 -1.197
H -0.6828 4.9561 2.0283 0.489
C -1.8671 -2.1201 -2.2793 -0.338
C -3.5657 -0.8641 -1.5832 0.672
N -2.2335 -1.1383 -1.3864 0.345
H -3.0102 -3.2354 -3.8100 0.497
H -9.5668 0.0413 -0.0926 0.353
C 1.8012 -3.3406 0.3352 -1.075
C 4.0732 0.0192 0.3733 0.191
C 7.3646 -1.9863 -1.8181 -0.620
C -0.3065 1.0400 3.8858 -1.540
```

Values from the calculation:
HOMO-LUMO gap (spin up / spin down) ... 0.1459 / 0.1823 Ha
<S²> ... 8.9987
Calculated total energy ... -138116.52973 eV
Spin multiplicity ... 6
E_LUMO (spin up / spin down) ... 3.7 / 3.7 eV
Total charge ... -2

---

Record 2
The following is a quantum chemistry calculation of 5 unconnected molecules or ions with the total composition C61H44F3O10P2, from the OMol25 dataset.

Structure (XYZ):
```
120
Properties=species:S:1:pos:R:3:mulliken_charge:R:1
C -8.4330 -4.4976 -4.3646 0.253
C -2.8758 0.1465 2.6085 -0.507
H 5.2853 -1.0967 -2.6079 0.389
H 9.1676 -0.4082 7.6916 0.465
C 5.2783 -1.5098 8.5747 0.470
H -0.5960 -2.1656 5.5956 0.102
C -2.2278 -0.3299 -2.3811 -0.924
C 0.0587 -0.7615 -1.5454 0.041
H 7.2062 6.3584 -7.8723 0.390
H 2.2186 -0.9073 7.2299 0.418
C 5.5617 5.2590 -7.0560 -0.526
H 6.8662 8.3113 -6.3925 0.394
C -8.8568 -5.4445 -5.2893 -0.595
H 5.7413 1.1633 4.4907 0.518
H -6.5591 -4.8982 -7.7147 0.399
H -2.9704 0.5431 1.5871 0.254
H -10.1934 -3.8514 -0.6728 0.471
H -0.7550 0.1766 2.4360 0.399
C 2.4971 4.1080 -5.0861 -0.160
C 3.3365 -0.7885 -3.4354 -0.763
C 4.3472 6.3463 -5.2811 0.193
C 7.8401 1.1484 4.9838 -0.472
C -7.6874 -1.6206 -0.1639 -0.546
C 2.9609 -1.2867 7.9216 -0.389
H 1.2006 6.0254 -2.6136 0.479
C 5.1910 7.4466 -5.3800 -0.547
H 3.6801 -0.6751 -4.4549 0.502
H -7.2948 -0.9537 0.5923 0.452
H 1.3672 -1.2895 3.3310 0.439
H 0.8915 0.2667 4.0399 0.368
H -2.5597 -0.4840 -1.3624 0.741
C 8.4328 -0.0556 6.9806 -0.561
O 3.8346 0.1348 5.7121 -0.602
C 3.5510 -2.5224 9.9005 -0.443
C 4.5270 5.2534 -6.1279 0.131
F -5.0310 0.3172 4.6790 -0.228
H 5.0314 8.2874 -4.7188 0.471
H 2.0296 -1.1759 0.1878 0.910
C -6.6553 -3.8422 -5.8561 -0.519
O -5.8813 -1.9813 -3.9161 -0.646
C 6.4021 6.3549 -7.1477 -0.477
C -7.5375 -2.5977 -2.3544 0.255
H -9.7141 -6.0594 -5.0513 0.469
C 2.5856 -2.0304 9.0275 -0.734
H 4.4633 -1.3309 -0.2867 0.441
H 8.1326 1.7424 4.1274 0.400
C -7.3240 -3.6997 -4.6461 0.196
C 8.8024 0.7094 5.8878 -0.459
O -10.1722 -5.0214 -2.8596 -0.679
H 1.3514 -1.0647 5.0989 0.073
C 0.8375 -0.8201 4.1672 -1.288
C 1.6051 3.0424 -5.0418 -0.400
C 3.2617 6.3575 -4.2550 0.642
O -0.9650 1.7049 4.9688 -0.567
C -9.1844 -4.3535 -3.0813 0.541
H -1.4923 -1.3330 1.9299 0.551
C 6.2128 7.4520 -6.3135 -0.475
C -7.0831 -4.7854 -6.7744 -0.531
C 1.3020 5.1867 -3.2888 -0.707
C -4.0446 -0.7397 2.8441 0.234
C -8.6678 -3.3729 -2.0860 0.360
H 5.6546 -2.6393 10.3479 0.465
P -1.5299 0.3007 5.7349 -0.049
C -7.0494 -1.7261 -1.3881 -0.416
C 3.6150 4.0703 -6.0703 0.545
F -5.6615 -1.7275 4.2348 -0.253
C 0.5658 3.0547 -4.1252 0.186
H 5.6905 4.3981 -7.6980 0.472
C 6.5071 0.8302 5.1786 -0.523
C 4.2256 -1.0225 -2.3997 -0.465
C 4.8932 -2.2646 9.6774 -0.691
H -5.8010 -3.2104 -6.0583 0.509
O 7.5748 -1.6397 9.1175 -0.690
C 3.7639 -1.1574 -1.0942 -0.645
C 4.6848 -0.2381 6.4848 0.478
H 9.8434 0.9655 5.7365 0.388
H -2.3375 -1.9964 4.5088 0.058
H -8.5095 -6.3314 -7.2056 0.391
C -6.8307 -2.6916 -3.6626 0.405
C -1.5108 -0.5640 2.7057 -0.927
C 4.3088 -1.0279 7.6935 0.315
H -4.1755 0.0641 -3.1585 0.339
P -0.9668 -1.4737 4.3346 -0.155
H -3.3689 0.4227 -5.4760 0.442
C 6.1315 0.0701 6.2793 0.048
C -9.3154 -3.2493 -0.8626 -0.676
C 1.0353 -0.4020 -4.2883 0.984
H -0.9464 0.1990 -5.9867 0.464
C 1.9759 -0.6893 -3.1677 0.558
H -9.3246 -2.2895 1.0506 0.395
H -0.6293 -2.6818 3.5620 0.061
C -0.4147 -0.2637 -3.9683 -0.017
C -2.6666 0.1773 -4.6899 -0.864
C 2.3401 5.1880 -4.2127 0.121
C 6.7227 -1.2189 8.3616 0.547
C -4.8756 -0.7203 3.8620 0.451
O 3.1392 7.2909 -3.4906 -0.664
C -8.8256 -2.3763 0.0944 -0.562
C 2.4091 -1.0707 -0.8206 -0.799
H -0.1330 2.2307 -4.0909 0.327
H 3.2523 -3.1096 10.7596 0.383
H -1.6716 2.3512 5.0262 0.292
C -3.1217 -0.0176 -3.3880 -0.293
O 1.4364 -0.2739 -5.4283 -0.730
H 1.5364 -2.2277 9.2041 0.494
H -2.9621 1.0096 3.2708 0.204
C 7.0959 -0.3817 7.1798 0.171
F -4.2313 -1.7191 1.9252 -0.368
H 1.7278 2.2117 -5.7242 0.621
O -0.3319 0.1820 6.9075 -0.348
C -8.1813 -5.5898 -6.4889 -0.452
H 0.3429 0.8410 6.7061 0.252
C 1.5139 -0.8402 -1.8580 0.055
O -0.3687 -0.9340 -0.4292 -0.584
C -0.8747 -0.4491 -2.6672 0.594
O 3.7834 3.1220 -6.8058 -0.654
C -1.3177 0.0525 -4.9809 -0.388
C 0.4184 4.1216 -3.2455 -0.835
H -6.1625 -1.1464 -1.6030 0.512
H -0.3899 4.1198 -2.5255 0.456
```

Values from the calculation:
HOMO-LUMO gap ... 0.1143 Ha
Calculated total energy ... -111176.48798 eV
Spin multiplicity ... 1
E_LUMO ... 0.3 eV
Total charge ... -1

---

Ordered ΔE to the lowest compared entry with this formula, charge and spin results: 0.0 0.0; unit kcal per mole.